A gas-phase ion, C17H34N (charge +1), computed with wB97M-V/def2-TZVPD.

Properties
* LUMO: -2.4686 eV
* highest occupied orbital energy: -12.867 eV
* SMILES string: C#CC[N+](C)(C)CCCCCCCCCCCC
* orbital gap: 10.4 eV
* 2S+1: 1
* energy relative to the best compared isomer or geometry (same formula, charge and spin): 4.3 kJ/mol
* largest force on an atom: 1.044 eV Å⁻¹
* charge: +1

The geometry in XYZ format:
```
52
Properties=species:S:1:pos:R:3:nbo_charge:R:1
N 0.13149 -3.26388 -0.72013 -0.197
C -0.86545 -0.69452 -2.89170 -0.106
C 0.36801 1.92936 -0.29853 -0.388
C -2.30710 -1.65779 1.80610 -0.392
C -1.13383 -2.97049 0.02139 -0.230
C -1.88327 2.13205 0.95116 -0.397
C 1.10441 -3.94945 0.14661 -0.417
C 0.73624 -1.99897 -1.23733 -0.299
C -1.14850 2.10961 -0.39200 -0.395
C -0.18827 -4.13709 -1.86579 -0.419
C 2.60096 2.93256 0.32603 -0.385
C 3.25936 5.39427 0.27423 -0.608
C -1.79369 0.83279 1.75341 -0.398
C 3.35276 4.06890 1.02023 -0.389
C 1.08459 3.11678 0.34007 -0.403
C -2.58116 -0.31615 1.12195 -0.405
C -0.97189 -2.28338 1.37671 -0.422
C -0.14654 -1.29200 -2.14426 -0.105
H -1.48304 -0.16037 -3.55270 0.256
H 2.94682 2.85260 -0.70764 0.193
H -2.93566 2.35465 0.76363 0.209
H -1.65941 -3.91618 0.16806 0.230
H 2.84725 1.99283 0.83037 0.189
H -3.64495 -0.09022 1.20095 0.222
H 0.65091 -4.83956 0.57929 0.239
H 4.40467 3.78664 1.10463 0.203
H -2.29021 -1.50162 2.88479 0.226
H 0.75867 1.78582 -1.30998 0.202
H 0.97630 -1.34367 -0.39609 0.264
H 1.66623 -2.24372 -1.75894 0.258
H -2.19004 1.01448 2.75402 0.215
H 3.87786 6.14277 0.76283 0.218
H -1.55737 1.31306 -1.01859 0.188
H 2.96277 4.19315 2.03288 0.195
H 0.60375 1.02471 0.26868 0.166
H -0.74524 0.55593 1.87356 0.183
H -0.59094 -5.08552 -1.51537 0.237
H 1.97636 -4.24958 -0.43275 0.236
H -3.11457 -2.35982 1.59156 0.209
H -0.65699 -3.00572 2.13042 0.222
H 0.75351 3.23811 1.37264 0.196
H 1.43001 -3.29510 0.95203 0.241
H -1.74135 -2.33983 -0.63172 0.247
H -1.34925 3.05348 -0.90182 0.213
H -2.34408 -0.38441 0.05866 0.186
H 2.23760 5.76376 0.25420 0.200
H -0.92238 -3.65321 -2.50822 0.252
H -0.22759 -1.48875 1.33404 0.207
H -1.48437 2.94451 1.55861 0.212
H 3.60663 5.28031 -0.75041 0.201
H 0.81976 4.02159 -0.20682 0.205
H 0.70901 -4.33348 -2.45087 0.233
```


A molecular structure, C17H34N2O2SeSi3Sn, computed with wB97M-V/def2-TZVPD.

Properties
* LUMO: 4.6284 eV
* highest occupied orbital energy: -1.347 eV
* orbital gap: 6.0 eV
* 2S+1: 1
* energy relative to the best compared isomer or geometry (same formula, charge and spin): 35.7 kJ/mol
* largest force on an atom: 0.539 eV Å⁻¹
* charge: -2

The geometry in XYZ format:
```
60
Properties=species:S:1:pos:R:3:nbo_charge:R:1
Sn 0.09739 -2.20277 -1.61983 1.082
Se 1.69250 -2.76941 -3.43593 -1.231
Si -0.84047 0.83726 2.21767 1.767
Si 1.32557 1.80135 0.31263 1.756
Si 1.97256 -0.44033 2.31601 1.759
O -3.06779 -5.56044 -1.33239 -0.724
O -1.44412 -4.01366 -1.36558 -0.855
N -1.61308 -2.38036 -4.35049 -0.865
N -0.29459 0.97580 -1.89041 -0.435
C -1.03687 1.16219 -2.98157 0.035
C -1.85983 -0.72598 2.52144 -1.129
C 3.12029 0.54408 3.48005 -1.128
C -2.02354 -3.78801 -4.22565 -0.227
C -1.97516 1.96202 1.19826 -1.123
C 3.14442 -1.42921 1.19249 -1.124
C 0.18641 2.05549 -1.22817 -0.153
C -3.06889 -3.98938 -3.12130 -0.528
C -0.09537 3.34214 -1.70749 -0.262
C -0.73985 1.68293 3.92216 -1.130
C 1.20320 -1.73246 3.46204 -1.124
C -1.36924 2.40971 -3.48862 -0.287
C 1.44488 3.56449 1.03866 -1.144
C -0.87932 3.52579 -2.83272 -0.189
C 0.76268 0.56196 1.44665 -2.020
C 3.00599 1.55068 -0.51733 -1.125
C -2.48469 -4.59296 -1.83578 0.795
H 2.51875 1.08087 4.22343 0.216
H -1.68238 -1.46452 1.73308 0.248
H 3.79938 1.35597 0.21345 0.222
H 1.95703 4.28037 0.38381 0.204
H 1.98782 -2.34668 3.91958 0.212
H 4.19782 -1.28964 1.46460 0.209
H -1.38896 0.25509 -3.45996 0.200
H 3.83358 -0.09914 4.01133 0.204
H -1.11724 -4.34408 -3.98408 0.227
H -2.25347 -1.86819 -4.94637 0.338
H -0.20229 2.63504 3.83979 0.218
H 0.53272 -2.39403 2.90452 0.238
H -2.19597 1.49995 0.23032 0.236
H -0.17148 1.04579 4.61167 0.216
H 0.62203 -1.27329 4.26894 0.214
H -1.51559 2.93629 0.99874 0.216
H -2.92323 2.13625 1.71960 0.211
H 3.27534 2.44452 -1.08925 0.214
H -2.93323 -0.50676 2.53933 0.212
H -2.40520 -4.18572 -5.17260 0.148
H 2.91979 -2.49895 1.25741 0.227
H -1.72309 1.87455 4.37018 0.205
H 0.45246 3.96334 1.27820 0.218
H 3.69002 1.29406 2.91683 0.213
H -1.10889 4.52376 -3.19112 0.192
H -0.67711 -2.32869 -4.75237 0.400
H 3.02880 -1.15219 0.14482 0.242
H 0.29980 4.20134 -1.17863 0.208
H -1.60028 -1.19390 3.47539 0.218
H 2.00347 3.50509 1.97954 0.229
H -1.98679 2.49829 -4.37445 0.198
H 2.97089 0.70182 -1.20778 0.249
H -3.88903 -4.62703 -3.45051 0.198
H -3.47851 -3.01051 -2.85222 0.211
```


3 unconnected molecules or ions with the total composition C17H34N2OS, computed with wB97M-V/def2-TZVPD.

Properties
* LUMO: 0.2067 eV
* highest occupied orbital energy: -9.667 eV
* SMILES string: O=C1CC[C@H](N=C=S)N1.CCCCCC.CCCCCC
* orbital gap: 9.9 eV
* 2S+1: 1
* largest force on an atom: 1.471 eV Å⁻¹

The geometry in XYZ format:
```
55
Properties=species:S:1:pos:R:3:nbo_charge:R:1
S -1.62649 -3.11945 2.66162 0.065
O -1.46514 0.46802 5.70934 -0.562
N -1.36551 -0.66044 1.41457 -0.502
N -0.61758 0.40443 3.55623 -0.653
C 3.08350 3.54200 0.92251 -0.395
C -0.61296 -2.61759 -1.34830 -0.615
C 3.61583 3.71408 -0.49931 -0.399
C 3.93810 2.65086 1.82636 -0.398
C -3.01942 -3.20235 -1.98830 -0.397
C 2.87828 0.43459 1.14097 -0.610
C -2.02953 -2.10410 -1.60311 -0.402
C -2.92061 0.62789 3.73343 -0.516
C -1.44167 -1.73255 1.96714 0.220
C -2.40771 1.38630 2.50980 -0.401
C 4.16654 1.23448 1.30061 -0.399
C -2.57486 -3.04449 -4.52115 -0.398
C -2.69199 -3.93953 -3.28845 -0.396
C 4.98644 4.38078 -0.55837 -0.610
C -1.63209 0.48005 4.51911 0.690
C -1.14279 0.56674 2.21814 0.115
C -3.86539 -2.30606 -4.86184 -0.610
H 2.90232 4.32033 -1.06351 0.202
H -0.17889 -3.06953 -2.24175 0.202
H -3.09537 1.52957 1.68448 0.234
H -3.74584 -1.70845 -5.76656 0.209
H 4.96044 5.36507 -0.08597 0.202
H -2.28736 -3.66647 -5.37294 0.201
H -4.68258 -3.01022 -5.03272 0.201
H 3.65726 2.74584 -1.00593 0.193
H 4.90761 3.12627 1.99682 0.202
H 2.20648 0.89263 0.41254 0.200
H 4.69807 1.26500 0.34577 0.196
H -2.00615 -1.32932 -2.37493 0.192
H 2.06546 3.14412 0.87352 0.195
H -3.06739 -3.93583 -1.17670 0.201
H -2.39166 -1.61789 -0.69692 0.208
H 5.74791 3.78507 -0.05271 0.201
H -1.98501 2.32037 2.88658 0.219
H -0.60745 -3.36776 -0.55375 0.202
H 5.31021 4.51522 -1.59117 0.210
H 0.17600 -0.19267 3.73251 0.413
H -4.16672 -1.62908 -4.06093 0.200
H 3.08552 -0.58063 0.80031 0.214
H -1.75991 -4.49828 -3.16670 0.200
H 0.04310 -1.80123 -1.04230 0.211
H -0.44214 1.15857 1.62870 0.206
H -3.76104 1.05273 4.27412 0.242
H -1.76471 -2.32260 -4.38617 0.193
H 2.34860 0.36665 2.09529 0.191
H -3.21188 -0.39314 3.45945 0.231
H -3.46892 -4.68969 -3.46776 0.199
H 2.99638 4.52753 1.39061 0.202
H -4.02067 -2.76782 -2.05760 0.198
H 3.45753 2.59170 2.80822 0.201
H 4.82581 0.71027 1.99711 0.204
```


3 unconnected molecules or ions with the total composition C17H34N3O6S, computed with wB97M-V/def2-TZVPD.

Properties
* LUMO: -4.1210 eV
* highest occupied orbital energy: -10.970 eV
* orbital gap: 6.8 eV
* 2S+1: 1
* largest force on an atom: 0.782 eV Å⁻¹
* charge: +1

The geometry in XYZ format:
```
61
Properties=species:S:1:pos:R:3:nbo_charge:R:1
S -1.55658 -1.66098 0.10619 0.339
O 0.24219 2.62946 0.07245 -0.531
O 3.75193 -6.39737 -2.95617 -0.547
O -1.25708 4.68958 1.86787 -0.548
O 3.50734 -3.44630 -2.06442 -0.537
O 1.07045 -4.96094 -0.89165 -0.536
O 1.49991 5.90180 1.19764 -0.547
N -5.55235 1.53774 0.70131 -0.460
N -4.61117 -0.32890 1.13449 -0.127
N -4.15094 -1.67102 1.07081 -0.349
C 0.32783 -4.91495 0.29988 -0.244
C -2.98728 -1.70362 0.62822 0.157
C 4.19583 -7.13035 -4.07714 -0.248
C -4.88181 2.98881 2.65571 -0.650
C 1.12608 -3.70494 -1.53872 -0.090
C -1.09338 3.09385 0.01463 -0.089
C 4.16695 -4.55628 -1.46459 -0.093
C -5.35787 0.29384 0.24314 0.235
C 2.06587 7.16708 0.92581 -0.250
C -1.20654 4.53474 0.45877 -0.096
C -4.89690 1.70982 1.89498 0.181
C 0.28517 1.22768 0.02449 -0.249
C -4.31636 0.51558 2.18592 -0.073
C 0.81442 5.88337 2.43597 -0.095
C -0.01053 4.62386 2.55742 -0.093
C 2.21375 -3.68440 -2.59009 -0.094
C 4.75436 -5.52547 -2.46395 -0.095
H 4.99065 -4.12116 -0.89625 0.192
H -0.19865 0.80277 0.91557 0.151
H 0.29795 -5.91895 0.71629 0.207
H 2.59621 7.09485 -0.02075 0.199
H 1.32394 -2.91012 -0.80431 0.160
H -6.09456 2.23547 0.21853 0.454
H 3.38859 -7.79394 -4.37899 0.195
H 2.01712 -2.83696 -3.25096 0.186
H -1.44700 3.00464 -1.02409 0.170
H 3.51084 -5.07360 -0.76237 0.193
H 0.15312 -3.51643 -2.02068 0.159
H -1.73342 2.47392 0.66205 0.148
H -0.27431 4.49439 3.60849 0.189
H 5.20617 -4.96375 -3.29055 0.176
H 0.56630 3.75163 2.24472 0.195
H -0.21827 0.85580 -0.87980 0.156
H 2.77455 7.45872 1.70821 0.171
H 0.15690 6.75738 2.51880 0.176
H 5.07722 -7.73300 -3.83171 0.169
H -4.08237 2.94951 3.38090 0.259
H 1.54739 5.91465 3.25356 0.176
H 4.43584 -6.46245 -4.91237 0.166
H -0.70235 -4.58186 0.11043 0.146
H -5.72547 -0.13714 -0.66390 0.260
H 1.28756 7.93350 0.83820 0.166
H -0.41882 5.14508 0.01410 0.216
H -2.16668 4.91525 0.10002 0.180
H -4.69593 3.81570 1.97845 0.247
H -5.84049 3.14536 3.13693 0.249
H 1.32426 0.90659 0.00532 0.212
H 0.80228 -4.24581 1.02965 0.163
H -3.72543 0.24288 3.03363 0.264
H 2.18727 -4.59381 -3.19334 0.207
H 5.53627 -6.12077 -1.97275 0.173
```


A molecular structure, C17H34O2P2Sr, computed with wB97M-V/def2-TZVPD.

Properties
* LUMO (spin up / spin down): 0.2098 / 0.1757 eV
* highest occupied orbital energy (spin up / spin down): -3.724 / -3.756 eV
* orbital gap (spin up / spin down): 3.9 / 3.9 eV
* 2S+1: 1
* energy relative to the best compared isomer or geometry (same formula, charge and spin): 570.5 kJ/mol
* largest force on an atom: 3.849 eV Å⁻¹

The geometry in XYZ format:
```
56
Properties=species:S:1:pos:R:3:nbo_charge:R:1
Sr 1.13831 0.31351 2.32885 1.068
P -0.34422 2.24664 0.68932 0.716
P -0.03316 -2.33530 0.95760 1.351
O 0.66419 0.59857 4.72536 -1.006
O -0.74161 2.27507 5.31384 -0.688
C 0.81645 3.39597 -0.13155 -0.967
C 0.62939 1.61364 -2.81946 -0.198
C 1.35720 0.76762 -3.81052 -0.447
C 1.73975 -2.49680 0.57933 -1.024
C -0.14666 -2.45181 2.75829 -1.054
C -1.20823 -0.69782 -3.57941 -0.445
C 1.73712 -0.66424 -3.31994 -0.455
C 0.10291 1.41145 5.60840 0.782
C -0.48490 -1.28353 -2.40101 -0.221
C -1.04009 -3.66957 0.33974 -1.051
C -0.76765 -0.64487 0.57418 -0.799
C 0.85195 -1.19887 -2.24952 -0.188
C 0.14292 0.48223 0.00633 -0.897
C -1.99923 2.59300 0.02483 -0.950
C -0.70822 1.70078 -2.73444 -0.180
C 0.55355 1.23483 7.03355 -0.724
C -1.64473 0.78314 -3.48991 -0.458
H -2.01670 3.46965 -0.64323 0.240
H -1.12142 -4.42911 1.14018 0.236
H 1.84740 -3.06977 -0.35713 0.231
H -2.04651 -3.27758 0.10387 0.249
H 1.64300 1.26692 7.09779 0.219
H 1.79645 2.94558 -0.33929 0.254
H 2.29111 -1.54511 0.44242 0.240
H -2.64872 2.82133 0.88664 0.256
H 0.43481 3.84659 -1.05844 0.228
H 1.36150 -1.68446 -1.43234 0.212
H 0.76993 -2.13449 3.30574 0.240
H -2.65914 0.83032 -3.04812 0.210
H 0.81424 0.69442 -4.76531 0.208
H 0.02566 0.46766 -1.07372 0.350
H 2.25648 -3.09532 1.34830 0.237
H -1.31220 -0.31283 1.48937 0.191
H 2.29471 1.28773 -4.04635 0.225
H -0.65156 -0.85259 -4.51923 0.205
H 1.25632 0.31441 0.09037 0.174
H -1.75819 1.15714 -4.52853 0.226
H 2.80070 -0.67050 -3.01442 0.219
H -1.04137 -1.95108 3.16169 0.265
H -1.06774 -1.96638 -1.76341 0.197
H -0.58072 -4.12904 -0.55409 0.264
H 1.00424 4.22427 0.56916 0.254
H -1.21858 2.52778 -2.20775 0.209
H -1.58413 -0.82508 -0.14386 0.219
H 1.66390 -1.33192 -4.19882 0.221
H -2.12130 -1.29860 -3.68675 0.216
H -0.24149 -3.52377 2.98324 0.253
H -2.41857 1.72309 -0.50057 0.238
H 1.23895 2.29004 -2.22192 0.211
H 0.12758 2.00678 7.68734 0.220
H 0.24626 0.25025 7.39327 0.218
```


A molecular structure, C17H34OP2Re, computed with wB97M-V/def2-TZVPD.

Properties
* LUMO (spin up / spin down): -6.9663 / -8.3892 eV
* highest occupied orbital energy (spin up / spin down): -13.602 / -13.853 eV
* orbital gap (spin up / spin down): 6.6 / 5.5 eV
* 2S+1: 4
* largest force on an atom: 5.160 eV Å⁻¹
* <S²>: 3.823
* charge: +2

The geometry in XYZ format:
```
55
Properties=species:S:1:pos:R:3:nbo_charge:R:1
Re 1.49864 -0.52270 -0.72181 1.197
P 4.14961 -3.54360 -0.31521 1.511
P 3.18008 -2.23134 -3.93292 1.602
O 1.46122 0.98100 1.77793 -0.451
C 1.02304 -3.51946 -0.17759 -0.506
C 3.37727 -0.97565 0.12501 -0.854
C 4.57788 -3.08425 -3.14619 -0.756
C -0.67959 -0.13633 1.61481 -0.741
C 4.32672 -4.16780 -2.05832 -0.682
C 1.79820 -2.69998 0.80571 -0.058
C 1.08510 -3.33913 -1.75580 -0.455
C 2.46685 -0.10249 -2.45403 -0.715
C 0.70711 0.21319 1.18240 0.427
C 2.24576 -3.49162 -4.85704 -0.967
C -0.16193 0.42186 -1.46931 -1.035
C 0.88194 -1.99266 -2.39792 -0.364
C 3.98063 -1.22169 -5.21127 -0.950
C 3.28088 -2.40396 0.84785 -0.541
C 1.84381 -1.24512 -3.35414 -0.588
C 5.87056 -3.22415 0.15576 -0.961
C 3.76674 -5.12398 0.53374 -0.964
H 2.83671 -3.81979 -5.71078 0.271
H 3.57245 -0.06630 -2.46724 0.205
H 5.29722 -2.32511 -2.79675 0.270
H 4.76938 -0.62364 -4.74445 0.268
H 5.88157 -2.84448 1.18585 0.277
H 3.00082 -5.70551 0.00638 0.258
H 1.29743 -3.07206 -5.22091 0.279
H 1.97497 -3.84816 -2.11774 0.179
H 1.29789 -2.44559 1.73701 0.241
H 6.49761 -4.12159 0.09513 0.276
H -1.04527 -0.12128 -1.11972 0.242
H -0.12234 0.41702 -2.56156 0.213
H -0.13854 -1.82680 -2.77345 0.247
H 3.46765 -4.80638 -2.35236 0.266
H 3.37001 -0.15321 0.85642 0.274
H -0.71287 -0.24595 2.71034 0.271
H 4.15651 -0.79171 -0.64984 0.217
H 1.41705 -0.86764 -4.30848 0.290
H 1.18991 -4.58513 0.07708 0.253
H -0.05144 -3.35583 0.04493 0.261
H 5.08130 -3.58511 -3.99140 0.297
H 0.29266 -3.98576 -2.17439 0.259
H -0.17645 1.44406 -1.07600 0.235
H 2.03288 -4.36600 -4.22951 0.253
H 3.24106 -0.57894 -5.69742 0.280
H 3.38827 -4.90509 1.53210 0.264
H 4.44450 -1.88362 -5.94721 0.272
H 3.73737 -2.35570 1.86556 0.306
H -1.37276 0.66134 1.30325 0.291
H 1.97930 0.88052 -2.53813 0.267
H 5.21306 -4.83541 -2.06977 0.302
H 6.30612 -2.46758 -0.50790 0.262
H 4.65222 -5.75687 0.63781 0.278
H -1.01215 -1.07132 1.15670 0.226
```